The following is a DFT calculation (the ωB97M-V functional and the def2-TZVPD basis) of a 2-piece molecular cluster, C3H9Br2PSi overall in a non-equilibrium geometry.

Geometry (Å):
Br -1.453 1.598 3.928
Br 0.048 -1.631 3.742
P -1.818 -0.543 3.182
Si -0.427 -0.153 0.388
C -1.559 0.854 -0.725
C -0.070 -2.029 -0.060
C 0.849 1.168 1.057
H 1.380 1.664 0.287
H -0.935 1.436 -1.282
H -2.034 1.609 -0.048
H -0.964 -2.621 0.179
H 0.532 -2.264 0.822
H -2.374 0.434 -1.330
H 0.253 -2.377 -0.993
H 0.182 1.852 1.553
H 1.708 0.910 1.715

Force components x, y, z for each atom (eV/Å):
0.0 -0.5 -0.2
0.3 -0.1 0.3
0.7 0.7 -2.0
-0.4 -0.5 1.2
-2.2 -0.8 2.5
-1.4 1.5 2.9
0.1 -1.9 0.3
0.0 0.7 -1.4
1.8 1.6 -2.1
0.2 -0.6 -0.3
-0.3 0.5 -0.2
0.7 -0.4 -0.5
0.5 -0.2 0.3
1.0 0.0 -1.3
-0.1 0.5 0.3
-1.1 -0.4 0.0

Values from the calculation:
**Molecular weight**: 264.0 Da
**E_tot**: -160508.27388 eV
**Largest force on an atom**: 3.565 eV/A
**Kohn-Sham gap**: 0.275 Eh
**Total charge**: 0